{"formula": "C4H9NO", "method": "ωB97M-V/def2-TZVPD", "elements": ["H", "C", "H", "H", "H", "H", "O", "C", "H", "H", "C", "N", "H", "C", "H"], "coordinates": [[1.2232, 1.3812, 1.7271], [0.6333, 0.4765, 1.5546], [-0.3102, 0.5410, 2.1040], [-1.4334, 1.1178, 0.3370], [2.0551, -1.1004, -0.1242], [-1.4730, -0.6286, -0.0219], [-2.2313, 1.1217, -2.2556], [-0.9647, 0.3442, -0.2759], [-0.2858, 0.3843, -2.3209], [0.7379, -1.2649, -1.2869], [0.9718, -1.0610, -0.2448], [0.4428, 0.2208, 0.1376], [1.2125, -0.3328, 2.0374], [-1.1357, 0.6923, -1.7287], [0.5576, -1.8920, 0.3612]], "forces_ev_per_angstrom": [[-0.18, 0.22, 0.02], [0.51, -0.39, 0.20], [-0.05, 0.10, -0.05], [-0.13, 0.06, 0.09], [0.14, 0.10, 0.00], [-0.14, 0.09, 0.24], [-0.24, -0.19, 0.25], [-0.25, 0.04, -0.30], [0.50, -0.17, -0.68], [-0.02, 0.05, -0.06], [0.12, -0.33, -0.01], [-0.19, 0.01, 0.17], [-0.16, 0.09, -0.17], [0.21, 0.33, 0.33], [-0.11, 0.01, -0.02]], "lowdin_charge": [0.06, -0.14, 0.07, 0.09, 0.07, 0.10, -0.27, -0.29, 0.03, 0.06, -0.16, -0.28, 0.06, -0.47, 0.07], "orbital_gap_ha": [0.1256, 0.2507], "total_energy_ha": -287.72377, "spin_multiplicity": 2, "charge": -1}

{"formula": "C4H9NO", "method": "ωB97M-V/def2-TZVPD", "elements": ["C", "N", "H", "H", "H", "O", "C", "C", "H", "C", "H", "H", "H", "H", "H"], "coordinates": [[-1.5563, -0.8584, -0.3382], [0.3604, 0.0185, 0.8968], [-1.1274, -2.9925, 0.9696], [-1.5817, -0.1503, -1.1683], [2.0875, 0.9400, 0.9094], [0.1263, 3.5690, -2.2432], [-0.2667, -2.3507, 1.1640], [1.6128, -0.0183, 0.7047], [-0.1290, -2.1349, 2.2243], [-0.4874, -1.0400, 0.4549], [2.2001, -0.9327, 0.6133], [-2.5892, -1.0035, -0.0419], [0.3696, 3.1228, -1.4283], [0.5590, -2.9467, 0.7864], [0.6511, 3.2288, -2.9709]], "forces_ev_per_angstrom": [[-0.19, 1.47, -0.76], [0.41, 0.24, -2.68], [-0.14, 0.07, 0.34], [0.46, 0.83, 0.74], [0.63, -0.34, 0.17], [-0.36, 0.40, -0.03], [-1.14, 0.41, 0.63], [-0.43, 0.42, 1.50], [0.07, -0.50, 0.16], [-0.30, -0.98, 1.25], [0.03, 0.03, -0.94], [0.14, -2.04, -0.25], [0.18, -0.20, -0.20], [0.47, 0.40, -0.18], [0.15, -0.22, 0.24]], "lowdin_charge": [0.01, 0.03, 0.08, 0.04, 0.07, -0.06, -0.07, -0.02, 0.08, -0.43, 0.08, 0.06, 0.02, 0.07, 0.03], "orbital_gap_ha": 0.3194, "total_energy_ha": -287.68862, "spin_multiplicity": 1, "charge": 0}

{"formula": "C4H9NO", "method": "ωB97M-V/def2-TZVPD", "elements": ["H", "C", "N", "H", "H", "H", "C", "H", "C", "H", "H", "H", "H", "O", "C"], "coordinates": [[0.6940, -1.5663, 0.6748], [1.0318, -0.2141, 2.3004], [0.5037, -0.6395, 1.0199], [0.3976, -0.4167, -2.6338], [-1.1747, 0.2759, -3.0569], [0.9192, -1.0133, 3.0358], [-0.1711, 0.2772, 0.2820], [-1.7131, 0.7185, -0.7056], [-0.3842, 0.2733, -2.2970], [0.4455, 0.6544, 2.6095], [-1.4095, -1.0946, -0.9359], [0.0300, 1.2832, -2.2438], [2.0807, 0.0948, 2.2356], [-0.2578, 1.4434, 0.6535], [-0.9921, -0.0763, -0.9385]], "forces_ev_per_angstrom": [[-0.19, 0.15, -0.02], [0.12, -0.02, 0.17], [-0.04, 0.08, -0.14], [-0.10, 0.08, 0.18], [0.18, -0.02, 0.14], [0.10, 0.04, -0.08], [0.05, 0.32, 0.12], [-0.75, -0.79, -0.70], [0.10, 0.09, -0.02], [0.17, -0.20, 0.04], [0.03, 0.38, 0.17], [0.04, -0.10, -0.11], [-0.10, -0.08, 0.04], [0.43, -0.11, 0.13], [-0.04, 0.18, 0.09]], "lowdin_charge": [0.14, -0.08, 0.01, 0.07, 0.07, 0.08, -0.52, 0.12, -0.10, 0.08, 0.11, 0.08, 0.09, 0.02, -0.17], "orbital_gap_ha": 0.3852, "total_energy_ha": -287.80744, "spin_multiplicity": 1, "charge": 0}

{"formula": "C4H9NO", "method": "ωB97M-V/def2-TZVPD", "elements": ["H", "C", "C", "H", "H", "H", "H", "N", "H", "C", "O", "H", "H", "H", "C"], "coordinates": [[-0.0422, -2.9631, -0.3220], [0.5005, 0.2036, -0.2562], [0.4451, -2.1005, 0.1257], [0.9641, -0.1491, -1.1765], [0.5795, 1.7735, 1.2300], [1.4786, -2.0153, -0.1952], [-1.6273, 1.8595, -0.2963], [-1.8289, 0.9002, -0.0634], [2.1357, 1.3912, 0.4928], [1.0636, 1.4931, 0.2867], [-1.2737, -1.2668, -0.3522], [-2.7949, 0.6158, -0.0232], [0.3223, -2.0315, 1.1998], [0.9639, 2.3488, -0.4044], [-0.8864, -0.0594, -0.2457]], "forces_ev_per_angstrom": [[0.05, 0.18, 0.04], [-0.13, 0.05, -0.11], [0.15, -0.29, 0.10], [-0.08, -0.03, 0.12], [0.08, -0.05, -0.13], [-0.15, 0.05, 0.04], [0.00, -0.15, 0.04], [-0.03, 0.02, -0.07], [-0.16, 0.01, -0.03], [0.03, 0.07, 0.08], [0.04, 0.15, -0.02], [0.13, 0.03, 0.01], [0.00, 0.03, -0.17], [0.01, -0.13, 0.08], [0.07, 0.06, 0.02]], "lowdin_charge": [0.05, -0.19, 0.10, 0.10, 0.07, 0.03, 0.10, 0.17, 0.07, -0.13, -0.04, 0.11, 0.06, 0.07, -0.57], "orbital_gap_ha": [0.2832, 0.2833], "total_energy_ha": -287.66825, "spin_multiplicity": 1, "charge": 0}

{"formula": "C4H9NO", "method": "ωB97M-V/def2-TZVPD", "elements": ["H", "N", "H", "C", "C", "O", "C", "H", "H", "H", "H", "H", "H", "H", "C"], "coordinates": [[-1.5497, 0.9365, 1.9855], [-0.2579, 0.8930, 0.3654], [-2.1819, -0.0255, 0.5838], [0.0277, -0.7120, -1.3342], [1.0887, 0.7951, 1.0278], [0.6274, -1.7174, -0.6453], [-1.2926, 0.2470, 1.1679], [-0.4462, -1.4669, -0.3979], [0.0375, -0.9554, -2.3956], [-0.1557, 1.5289, -1.6106], [0.9613, 1.2020, 2.0334], [1.7590, 1.3422, 0.3594], [1.3174, -0.2656, 1.1164], [-0.9450, -0.6981, 1.6242], [-0.2247, 0.6120, -1.0524]], "forces_ev_per_angstrom": [[-0.22, -0.36, -0.14], [0.39, 0.59, 0.53], [0.17, 0.49, 0.04], [1.85, 4.87, -6.38], [-1.94, 0.02, -0.73], [-3.65, 0.28, 2.48], [0.31, -0.07, 0.00], [1.66, -2.87, 1.81], [-0.29, 0.02, -0.28], [-0.72, -0.49, -1.18], [0.47, 0.31, -0.17], [0.31, -0.13, 0.65], [0.63, 0.00, 0.00], [0.06, 0.07, 0.07], [0.96, -2.74, 3.30]], "lowdin_charge": [0.08, -0.29, 0.09, -0.31, -0.06, -0.01, -0.12, 0.16, 0.11, 0.11, 0.08, 0.09, 0.07, 0.08, -0.07], "orbital_gap_ha": 0.3226, "total_energy_ha": -287.63245, "spin_multiplicity": 1, "charge": 0}

{"formula": "C4H9NO", "method": "ωB97M-V/def2-TZVPD", "elements": ["C", "H", "H", "H", "H", "H", "H", "O", "N", "H", "C", "C", "H", "C", "H"], "coordinates": [[-2.1154, -0.4626, 0.0764], [-0.0032, 2.6355, 1.1045], [0.9355, 2.7313, -0.3904], [-0.8608, 2.7782, -0.4502], [2.0005, -0.7185, 0.2468], [-2.6559, -0.3360, 1.0058], [2.3948, -2.4272, -0.0830], [0.3990, -2.0727, 0.0719], [0.0090, 0.8959, 0.0656], [1.7175, -1.3926, -1.3633], [-1.0291, 0.2611, -0.0427], [1.6851, -1.6212, -0.2890], [-2.4604, -1.1717, -0.6627], [0.0141, 2.3476, 0.0485], [-0.0306, -1.4471, 0.6616]], "forces_ev_per_angstrom": [[-0.05, 0.14, -0.11], [0.04, 0.19, -0.20], [-0.11, -0.10, -0.03], [0.13, -0.05, -0.01], [-0.14, -0.24, -0.02], [0.01, -0.24, 0.04], [0.09, 0.10, -0.07], [-0.03, -0.28, 0.14], [-0.74, -0.39, 0.13], [-0.01, -0.05, 0.16], [0.12, 0.49, 0.26], [0.44, -0.03, -0.13], [0.00, 0.28, -0.08], [0.04, 0.32, 0.00], [0.21, -0.16, -0.09]], "lowdin_charge": [0.01, 0.08, 0.07, 0.08, 0.07, 0.07, 0.07, -0.14, 0.02, 0.08, -0.22, -0.19, 0.07, -0.10, 0.03], "orbital_gap_ha": 0.3607, "total_energy_ha": -287.71443, "spin_multiplicity": 1, "charge": 0}

{"formula": "C4H9NO", "method": "ωB97M-V/def2-TZVPD", "elements": ["H", "H", "H", "C", "N", "C", "H", "H", "C", "O", "H", "C", "H", "H", "H"], "coordinates": [[3.0015, -0.3904, 0.4414], [0.8465, 1.6904, -0.7169], [1.8747, -1.6596, -0.1493], [-1.6329, -0.4454, 0.5389], [0.8346, -0.0491, 0.5044], [2.0149, -0.5436, -0.1695], [-0.3401, -0.5157, -1.2384], [-2.7307, 0.7932, -0.5744], [0.2832, 1.2149, 0.0730], [-2.7244, -0.1491, -0.3143], [-0.0693, 1.8698, 0.8915], [-0.3911, -0.0789, -0.2326], [-1.5104, 0.0245, 1.5610], [-1.6283, -1.5766, 0.6073], [2.1718, -0.1845, -1.2221]], "forces_ev_per_angstrom": [[-1.92, 0.17, -1.04], [-0.13, 0.29, -0.16], [0.37, 0.90, -0.46], [1.21, -1.22, -0.59], [0.59, 0.10, 0.74], [1.47, -1.35, 0.70], [-0.08, 0.46, 0.18], [0.21, -0.65, 0.38], [0.26, 0.39, 0.17], [-0.74, 0.75, 0.57], [0.05, -0.37, -0.65], [0.12, -0.15, -0.01], [-0.93, -0.38, -0.97], [-0.24, 1.27, 0.39], [-0.23, -0.20, 0.75]], "lowdin_charge": [0.11, 0.10, 0.09, -0.23, -0.16, -0.12, 0.15, 0.10, -0.11, -0.07, 0.12, -0.32, 0.14, 0.14, 0.08], "orbital_gap_ha": 0.3728, "total_energy_ha": -287.73101, "spin_multiplicity": 1, "charge": 0}

{"formula": "C4H9NO", "method": "ωB97M-V/def2-TZVPD", "elements": ["H", "O", "H", "C", "H", "C", "H", "C", "H", "H", "H", "C", "N", "H", "H"], "coordinates": [[-0.0485, 1.1969, 1.7468], [1.3632, 2.6419, -0.4059], [-1.7211, -0.7802, 0.5764], [-0.1238, 0.2126, -0.2081], [1.2635, 0.0747, 1.4466], [1.4876, 1.9976, 0.6011], [-0.8020, 0.9814, -0.6051], [0.6288, 0.8237, 0.9660], [-0.0284, -2.1278, -1.3594], [2.2863, 2.2473, 1.3313], [-1.5941, -1.4975, -1.7605], [-1.0108, -1.9350, -0.9354], [-0.8175, -0.9976, 0.1792], [0.5931, 0.0075, -0.9982], [-1.4764, -2.8453, -0.5746]], "forces_ev_per_angstrom": [[-0.04, -0.17, -0.02], [0.03, 0.10, -0.14], [0.03, 0.10, 0.11], [-0.31, 0.79, 0.24], [-0.05, -0.04, 0.04], [0.10, -0.10, -0.01], [0.07, -0.10, -0.16], [0.14, -0.02, 0.15], [0.08, -0.41, 0.06], [-0.09, 0.07, 0.01], [-0.18, -0.16, 0.10], [0.19, 0.95, -0.01], [-0.03, -0.67, -0.19], [0.07, -0.21, -0.11], [0.01, -0.13, -0.08]], "lowdin_charge": [0.13, 0.05, 0.10, -0.26, 0.12, -0.28, 0.12, -0.16, 0.07, 0.12, 0.08, -0.13, -0.14, 0.12, 0.07], "orbital_gap_ha": 0.3642, "total_energy_ha": -287.77547, "spin_multiplicity": 1, "charge": 0}

{"formula": "C4H9NO", "method": "ωB97M-V/def2-TZVPD", "elements": ["H", "C", "H", "H", "C", "O", "H", "C", "H", "H", "C", "H", "N", "H", "H"], "coordinates": [[-3.1290, 0.0185, 1.2915], [-1.1573, 0.3032, 0.7147], [-0.0290, -1.5994, 0.4693], [2.7897, 0.6023, -1.1582], [2.0969, 0.3018, -0.3663], [-0.6306, 1.4819, 0.6291], [1.9050, 1.1504, 0.2939], [-0.2174, -0.6173, 0.0230], [2.5635, -0.5050, 0.2101], [-0.9274, -0.1657, 1.7358], [0.7536, -0.1425, -0.9785], [0.3113, 0.7178, -1.4936], [-2.5752, 0.1157, 0.4479], [-2.7780, -0.6439, -0.1927], [0.9397, -0.9741, -1.6741]], "forces_ev_per_angstrom": [[0.10, 0.08, -0.18], [-0.06, -1.05, 0.39], [-0.12, 0.20, -0.06], [-0.10, -0.03, 0.12], [0.03, 0.04, 0.02], [-0.06, 0.70, 0.12], [0.12, -0.11, -0.07], [0.22, -0.47, -0.23], [-0.08, 0.11, -0.08], [-0.07, 0.37, -0.06], [0.01, 0.01, -0.07], [0.09, -0.14, -0.04], [-0.11, -0.02, -0.02], [0.07, 0.14, 0.12], [-0.04, 0.16, 0.05]], "lowdin_charge": [0.07, -0.67, 0.12, 0.07, -0.09, -0.01, 0.07, 0.04, 0.07, 0.18, -0.26, 0.12, 0.09, 0.07, 0.12], "orbital_gap_ha": [0.3312, 0.2710], "total_energy_ha": -287.66418, "spin_multiplicity": 1, "charge": 0}

{"formula": "C4H9NO", "method": "ωB97M-V/def2-TZVPD", "elements": ["O", "H", "C", "H", "H", "H", "H", "C", "C", "H", "H", "H", "C", "N", "H"], "coordinates": [[1.5619, 1.5584, 0.1100], [2.5323, -0.9708, -1.0336], [1.3508, 0.3928, 0.0934], [3.3722, -0.2624, 0.3254], [-3.2086, 0.5073, -0.1564], [-0.9091, 1.3444, 0.5774], [-1.0741, 1.4914, -1.0259], [-2.3800, -0.1178, 0.1274], [-1.0812, 0.6779, -0.1615], [2.2283, -1.3570, 0.7699], [-2.4034, -0.8050, -0.6323], [-0.1288, -1.0956, -0.2107], [2.4553, -0.6279, -0.0528], [0.1195, -0.1548, -0.0553], [-2.4352, -0.5809, 1.3250]], "forces_ev_per_angstrom": [[-0.05, 2.79, 0.66], [0.03, -0.96, -1.39], [0.49, -2.67, -1.90], [1.06, 0.95, -0.18], [-0.55, 0.44, 0.72], [0.00, 2.34, 2.81], [-0.25, -2.41, 0.75], [1.34, 1.18, 3.12], [0.15, 0.55, -1.24], [0.04, -0.39, -1.35], [-0.25, -2.75, -1.30], [0.91, -1.25, -0.05], [-1.02, -0.29, 3.69], [-2.01, 1.09, -0.45], [0.12, 1.38, -3.87]], "lowdin_charge": [0.09, 0.06, -0.58, 0.06, 0.05, 0.05, 0.16, -0.08, -0.25, 0.10, 0.02, 0.12, 0.00, 0.04, 0.17], "orbital_gap_ha": 0.3829, "total_energy_ha": -287.76034, "spin_multiplicity": 1, "charge": 0}